The following is a DFT calculation (ωB97M-V with the def2-TZVPD basis set) of 2 unconnected molecules or ions with the total composition CF2I2 at a distorted geometry.

Bonds (Å) are listed after each position.
Element x y z (Å)
1 I -1.7711 0.2713 -3.5155  I5 2.674
2 C -0.0044 -0.5056 -0.0881  F3 1.282, F4 1.278
3 F -0.1883 0.0199 1.0672  C2 1.282
4 F 1.2523 -0.4648 -0.3189  C2 1.278
5 I -1.7386 1.6611 -1.2313  I1 2.674

Properties
M ... 303.815 g mol⁻¹
Energy relative to the best compared isomer or geometry (same formula, charge and spin) ... 33.2 kcal per mole
Total charge ... 0
Multiplicity ... 1